Entry 1:
The following is a DFT calculation (wB97M-V/def2-TZVPD) of a 2-piece molecular cluster, C7H11N2 overall in a non-equilibrium geometry.

The geometry in XYZ format:
```
20
C7H11N2 wB97M-V/def2-TZVPD
C 0.5772 0.4575 -0.7399
C -0.0739 2.4231 0.8169
C -3.4484 -0.9635 -0.6619
C -0.0325 1.2796 0.1553
C 1.4084 -1.2164 1.2131
C 2.0546 0.1932 -0.9165
C 1.3218 -0.8968 -0.2790
N -2.6389 -0.2888 -0.0488
N -1.9309 0.4985 0.3697
H 0.9453 2.8839 0.4539
H -0.7216 2.8865 1.4372
H -3.7514 -1.9758 -0.3405
H -4.1184 -0.5239 -1.4830
H 1.4079 -0.2697 1.7541
H 2.3117 -1.8549 1.3131
H 0.6130 -1.8946 1.8018
H 2.7381 0.7279 -0.2293
H 2.3512 -0.0781 -1.9645
H 1.0017 -1.6939 -1.0151
H -0.0149 0.3060 -1.6367
```

Calculated values
- Multiplicity: 1
- Frontier orbital gap: 0.319 hartree
- HOMO: -13.21 eV
- Net charge: +1

natural (NBO) population analysis, charges in e, atoms 1 to 6: atom 1 (C): -0.44, atom 2 (C): -0.41, atom 3 (C): -0.31, atom 4 (C): 0.38, atom 5 (C): -0.65, atom 6 (C): -0.36

Entry 2:
The following is a DFT calculation (wB97M-V/def2-TZVPD) of a 2-piece molecular cluster, C7H11N2 overall in a non-equilibrium geometry.

The geometry in XYZ format:
```
20
C7H11N2 wB97M-V/def2-TZVPD
C -1.1139 -0.8160 2.3094
C 0.0271 -1.3346 1.7215
C -0.2106 0.8052 1.1220
C 2.0484 -0.4121 -1.4338
C 1.1239 -0.7263 -2.1596
C -0.1232 2.2167 0.5150
C -0.1023 -1.0251 -2.8623
N -1.1891 0.4817 1.9353
N 0.5908 -0.2612 0.9858
H -1.9087 -1.3845 2.7640
H 2.9367 -0.2493 -1.0215
H 0.4869 -2.3407 1.6123
H 0.2946 2.2719 -0.4986
H -1.1965 2.6232 0.5946
H 0.4009 2.8215 1.2060
H -0.1775 -2.0990 -2.9274
H -1.0148 -0.6880 -2.2821
H -0.1094 -0.4402 -3.7907
H -1.9412 1.0039 2.0962
H 1.1779 -0.4474 0.1137
```

Calculated values
- Multiplicity: 1
- Frontier orbital gap: 0.411 hartree
- HOMO: -13.89 eV
- Net charge: +1

natural (NBO) population analysis, charges in e, atoms 1 to 6: atom 1 (C): -0.07, atom 2 (C): -0.05, atom 3 (C): 0.46, atom 4 (C): -0.38, atom 5 (C): 0.14, atom 6 (C): -0.66

Entry 3:
The following is a DFT calculation (wB97M-V/def2-TZVPD) of an isolated ion of composition C7H11N2 and charge +1 in a non-equilibrium geometry.

The geometry in XYZ format:
```
20
C7H11N2 wB97M-V/def2-TZVPD
C -0.0029 2.1139 -1.7139
C -0.6113 0.9107 -1.1937
C -1.2853 0.2505 -0.2481
C -1.1096 0.0416 1.1951
C 0.4436 -0.0865 1.4659
N 1.0459 -1.3993 1.0592
C 1.1887 -1.7757 -0.6427
N 0.3216 -1.3987 -1.4266
C -0.7628 -0.5078 -1.4766
H 0.1032 2.7828 -0.8421
H -0.5514 2.5627 -2.6475
H 0.9375 1.8793 -2.3067
H -1.3600 0.9431 1.7704
H -1.5849 -0.9655 1.5512
H 0.9200 0.6191 0.6522
H 0.5698 0.2818 2.5617
H 1.9946 -1.5616 1.4572
H 0.4542 -2.2237 1.3804
H 1.8942 -2.5239 -0.6964
H -1.4794 -1.0434 -2.1001
```

Calculated values
- Multiplicity: 1
- Frontier orbital gap: 0.352 hartree
- HOMO: -13.14 eV
- SMILES string: CC1=C2CC[NH2+]C=N[C@H]12
- Net charge: +1

natural (NBO) population analysis, charges in e, atoms 1 to 6: atom 1 (C): -0.70, atom 2 (C): 0.10, atom 3 (C): 0.02, atom 4 (C): -0.45, atom 5 (C): -0.23, atom 6 (N): -0.65

Entry 4:
The following is a DFT calculation (wB97M-V/def2-TZVPD) of an isolated ion of composition C7H11N2O2 and charge +1 in a non-equilibrium geometry.

The geometry in XYZ format:
```
22
C7H11N2O2 wB97M-V/def2-TZVPD
C -1.0899 1.7288 0.4528
N -1.4563 0.4523 0.0642
C -0.6837 -0.5700 -0.1989
C 1.1733 -0.4239 0.0322
N 1.9328 -1.1088 0.8216
C 3.2866 -0.6416 0.5142
C 3.0481 0.3640 -0.6382
O 1.6085 0.6252 -0.5624
O -1.2111 -1.7280 -0.4844
C -2.6783 -1.4585 -0.4995
C -2.8400 -0.0187 0.0391
H -0.6737 2.2914 -0.3189
H -0.3830 1.6879 1.2198
H -1.8819 2.4235 0.7792
H 4.2312 -1.3609 0.3414
H 3.4805 -0.1916 1.4557
H 3.5723 1.3028 -0.4981
H 3.2727 -0.0606 -1.6032
H -3.0723 -2.2493 0.0990
H -2.9964 -1.6095 -1.5223
H -3.5135 0.4626 -0.5707
H -3.1259 0.0828 1.0772
```

Calculated values
- Multiplicity: 1
- Frontier orbital gap: 0.354 hartree
- HOMO: -13.31 eV
- SMILES string: C[N+]1=C(C2=NCCO2)OCC1
- Net charge: +1

natural (NBO) population analysis, charges in e, atoms 1 to 6: atom 1 (C): -0.44, atom 2 (N): -0.33, atom 3 (C): 0.69, atom 4 (C): 0.56, atom 5 (N): -0.44, atom 6 (C): -0.28

Entry 5:
The following is a DFT calculation (wB97M-V/def2-TZVPD) of an isolated ion of composition C7H11N2O2 and charge +1 in a non-equilibrium geometry.

The geometry in XYZ format:
```
22
C7H11N2O2 wB97M-V/def2-TZVPD
C 1.2629 -0.0677 2.0701
C 1.4046 -0.4434 0.8281
N 0.3761 0.0329 -0.3072
O -0.9033 0.2711 0.2046
C -1.6074 -0.8039 0.7680
C -2.9234 -0.3092 1.2331
O -1.1281 -1.8901 0.8178
C 0.4097 -0.9495 -1.4366
N 0.9220 -0.5090 -2.4709
C 1.3510 0.8419 -2.3352
C 0.8838 1.2844 -0.9297
H 1.9754 -0.4065 2.8047
H 0.4727 0.5732 2.4241
H 2.1476 -1.0900 0.4012
H -3.1252 0.6905 0.8561
H -3.7050 -1.0001 0.9220
H -2.9264 -0.2950 2.3252
H 0.0105 -1.9336 -1.2731
H 0.9233 1.4357 -3.1456
H 2.4379 0.8676 -2.4523
H 1.6859 1.7084 -0.3269
H 0.0553 1.9923 -0.9774
```

Calculated values
- Multiplicity: 1
- Frontier orbital gap: 0.427 hartree
- HOMO: -14.87 eV
- SMILES string: C=C[N@+]1(OC(C)=O)C=NCC1
- Net charge: +1

natural (NBO) population analysis, charges in e, atoms 1 to 6: atom 1 (C): -0.35, atom 2 (C): -0.03, atom 3 (N): -0.01, atom 4 (O): -0.36, atom 5 (C): 0.80, atom 6 (C): -0.73

Entry 6:
The following is a DFT calculation (wB97M-V/def2-TZVPD) of an isolated ion of composition C7H11N3 and charge +2 in a non-equilibrium geometry.

The geometry in XYZ format:
```
21
C7H11N3 wB97M-V/def2-TZVPD
C -1.4508 0.7486 -0.8591
C -1.0306 0.2488 0.4509
N -0.9792 -1.0612 0.7355
C -0.3804 -2.0438 0.0154
N 0.4660 -1.9270 -1.0247
C 1.2161 -0.8012 -1.4971
N 1.6043 0.1533 -0.7988
C 1.8696 0.8990 0.2664
C 0.8986 1.5016 1.0803
C -0.4997 1.1672 1.4741
H -1.3098 1.8850 -0.8423
H -2.4054 0.3252 -0.9878
H -0.9496 0.2794 -1.8199
H -0.8967 -1.0937 1.8123
H -0.6814 -3.0307 0.3510
H 0.6304 -2.7466 -1.6605
H 1.5258 -0.9728 -2.5528
H 2.8840 1.1755 0.1836
H 1.1302 2.4427 1.5637
H -0.5410 0.8637 2.5972
H -1.1002 1.9870 1.5123
```

Calculated values
- Multiplicity: 1
- Frontier orbital gap (alpha / beta): 0.235 / 0.236 hartree
- HOMO (alpha / beta): -17.15 / -17.15 eV
- SMILES string: C\C1=[NH+]/C=[NH+]\C=N/C=C\C1
- Net charge: +2

natural (NBO) population analysis, charges in e, atoms 1 to 6: atom 1 (C): -0.74, atom 2 (C): 0.60, atom 3 (N): -0.57, atom 4 (C): 0.42, atom 5 (N): -0.49, atom 6 (C): 0.26

Relative energy (zero: lowest compared OMol25 entry of this formula, charge and spin), respectively: 168.8; 60.6; 128.4; 59.8; 53.9; 109.4 kcal/mol.